[1]
C38H47F45IO6PSSi | ωB97M-V with the def2-TZVPD basis set

The geometry in XYZ format:
```
140
Properties=species:S:1:pos:R:3:forces:R:3:lowdin_charge:R:1
C 4.33629 -2.57512 -1.84630 0.10 0.46 -0.18 -0.177
C 2.85592 -1.92799 -1.68365 0.32 -2.14 -0.62 -0.541
S 2.97180 -0.10922 -1.88580 0.30 0.32 0.35 0.792
C 1.70442 0.63706 -2.98134 -0.29 1.25 0.73 -0.631
P 1.25985 -0.27575 -4.60055 -0.52 0.60 1.78 0.833
C 3.04151 -0.69238 -5.01269 1.65 0.00 -1.08 -0.281
C 3.94124 0.65817 -5.08248 1.02 -0.72 -0.92 -0.321
C 5.18286 0.29505 -6.05370 -0.61 -0.92 1.16 -0.672
I 6.39509 2.01558 -6.58844 -0.45 -0.56 0.24 0.687
C -0.02968 -1.24078 -3.62898 -1.72 -1.02 1.36 -0.237
C -1.40814 -0.39769 -3.40822 0.88 0.65 -1.35 -0.291
O -2.49261 -1.14509 -3.98678 -0.75 0.96 1.85 -0.271
Si -4.02068 -0.76073 -3.26948 -0.54 -0.61 -1.20 0.461
C -4.32824 -1.63397 -1.59536 0.23 -0.80 0.16 -0.184
C -4.30266 1.12966 -3.22747 0.02 0.17 -0.05 -0.195
C -5.35590 -1.46759 -4.48231 0.16 -0.33 0.31 -0.180
C 0.61774 -1.03900 -6.23197 -1.06 0.25 -2.51 -0.417
F 1.19216 -0.27544 -7.30328 -0.69 -1.25 1.56 -0.011
F -0.78362 -0.87912 -6.44143 2.31 -0.14 0.75 0.025
C 0.92912 -2.57340 -6.51277 -1.01 -1.45 -2.50 -0.398
F 1.76179 -2.67713 -7.64689 -1.09 -0.12 2.62 0.084
F -0.25898 -3.23306 -6.89834 2.27 0.98 0.95 0.078
F 1.45070 -3.30782 -5.46652 -0.51 1.48 -1.66 0.104
H 4.37308 -3.33954 -2.69554 -0.14 0.98 1.24 0.072
H 4.66785 -3.06769 -0.88012 -0.40 0.55 -1.24 0.069
H 5.08562 -1.75296 -2.10554 -0.95 -1.11 0.42 0.057
H 2.21055 -2.47412 -2.45189 0.66 1.09 0.99 0.062
H 2.47688 -2.24664 -0.66730 0.21 0.76 -1.11 0.071
H 2.10596 1.66792 -3.29446 -0.09 -1.48 0.66 0.058
H 0.79504 0.88920 -2.32690 0.98 -0.47 -1.19 0.053
H 0.80701 1.00987 -5.10856 0.17 -0.83 -0.10 0.089
H 3.52181 -1.47944 -4.33542 -0.88 1.35 -0.57 0.089
H 3.19730 -1.13127 -6.06244 -0.89 0.49 1.41 0.084
H 3.38484 1.52593 -5.54584 0.45 -0.99 0.70 0.098
H 4.40907 0.92293 -4.09040 -0.91 -0.14 -1.01 0.081
H 5.84296 -0.41884 -5.45202 -0.70 1.01 -1.10 0.061
H 4.85999 -0.20622 -7.01226 0.36 0.73 1.07 0.048
H 0.27780 -1.50359 -2.55815 0.19 0.43 -1.70 0.090
H -0.37816 -2.21923 -4.08418 0.50 1.21 0.26 0.084
H -1.33431 0.58107 -4.00418 -0.08 -1.10 1.01 0.115
H -1.56225 -0.12726 -2.30992 0.23 -0.52 -1.26 0.116
H -3.55403 -1.39063 -0.79950 -1.18 -0.18 -0.78 0.037
H -4.27137 -2.76628 -1.77197 0.01 1.52 0.18 0.040
H -5.39738 -1.43688 -1.25424 1.45 -0.02 -0.22 0.047
H -4.27184 1.49223 -4.31245 0.00 -0.32 1.51 0.053
H -5.36132 1.29232 -2.82262 1.52 -0.02 -0.46 0.047
H -3.52625 1.68300 -2.60056 -1.19 -0.54 -0.83 0.039
H -5.52067 -2.57098 -4.22706 0.18 1.44 -0.57 0.031
H -5.03226 -1.35263 -5.56543 -0.52 -0.19 1.32 0.045
H -6.32867 -0.91612 -4.29307 1.04 -0.64 -0.37 0.035
C 3.72001 5.92781 1.54967 0.12 0.12 0.06 -0.051
C 4.89502 5.62789 0.59259 0.08 -0.46 0.97 -0.422
C 4.52212 5.23041 -0.83754 0.29 0.11 -0.78 -0.299
F 3.80187 4.09520 -0.89143 -0.06 -0.03 0.20 0.091
F 5.64268 5.00460 -1.56885 0.10 0.18 0.25 0.094
F 5.69793 4.69627 1.15880 -0.09 -0.06 -0.27 0.132
F 5.63989 6.76957 0.51676 -0.31 0.06 -0.33 0.109
O 3.32396 4.86928 2.44148 -0.25 -0.92 -0.91 0.025
C 2.41778 3.90154 1.96569 0.44 1.72 0.06 -0.502
C 3.02839 2.49766 1.92536 0.42 -0.82 0.14 -0.278
F 4.11141 2.44887 1.12548 -0.10 0.32 0.06 0.100
F 2.13794 1.60413 1.43408 -0.30 0.31 0.08 0.090
F 1.91430 4.29037 0.78224 -0.14 -0.45 0.02 0.149
F 1.37521 3.91013 2.83374 0.03 -0.38 0.14 0.128
H 4.07082 6.71366 2.21722 0.23 -0.28 -0.11 0.134
H 2.86455 6.36611 1.03340 0.59 -0.80 -0.13 0.116
H 3.95743 6.02646 -1.33175 -0.02 0.08 0.15 0.174
H 3.33247 2.17505 2.92453 -0.13 0.22 0.05 0.162
C 2.24392 4.39608 6.25855 -0.54 0.31 -0.60 -0.034
C 3.41825 3.40002 6.38452 0.29 1.00 -0.27 -0.424
C 3.49498 2.59929 7.68641 0.19 -0.77 0.32 -0.303
F 3.65622 3.38030 8.76781 -0.02 0.14 -0.10 0.098
F 4.56264 1.76216 7.65867 -0.05 0.05 -0.34 0.094
F 4.57753 4.05587 6.15145 -0.06 -0.17 0.22 0.135
F 3.28195 2.50166 5.36162 -0.24 -0.23 0.26 0.094
O 2.51619 5.77540 6.54208 0.56 -0.61 1.28 0.022
C 2.44602 6.17189 7.89306 -1.12 -0.50 -1.26 -0.509
C 3.79355 6.66239 8.43082 0.69 0.35 0.17 -0.277
F 4.74104 5.70591 8.34944 -0.22 -0.05 -0.17 0.098
F 3.69103 7.00250 9.73749 -0.37 -0.02 -0.12 0.099
F 1.91566 5.18121 8.63148 0.23 0.23 0.38 0.140
F 1.55190 7.18283 7.93616 0.45 0.21 0.15 0.149
H 1.96848 4.39845 5.20051 0.27 0.00 0.07 0.126
H 1.34810 4.04606 6.77685 0.26 -0.04 0.18 0.149
H 2.59761 1.98940 7.82605 -0.08 0.08 -0.13 0.174
H 4.14252 7.53276 7.86947 -0.22 -0.01 -0.09 0.177
C -4.41224 -7.86852 -4.89387 -0.17 -0.26 -0.73 -0.042
C -4.01615 -8.25355 -3.45076 0.73 -0.02 -0.66 -0.435
C -4.55532 -7.35514 -2.33526 -0.30 0.04 0.66 -0.301
F -4.11793 -6.08829 -2.43117 0.08 -0.02 -0.17 0.095
F -4.13928 -7.81026 -1.12417 0.05 -0.31 -0.10 0.083
F -2.66938 -8.35961 -3.37749 -0.14 0.18 0.19 0.130
F -4.50447 -9.51018 -3.23155 -0.34 0.25 0.15 0.101
O -3.45374 -7.13162 -5.66439 0.03 0.85 1.09 0.036
C -3.43122 -5.72838 -5.52662 -1.04 -1.22 -0.64 -0.507
C -2.10713 -5.21788 -4.95127 0.78 0.28 0.11 -0.277
F -1.85951 -5.73820 -3.72936 -0.21 -0.18 -0.07 0.096
F -2.13777 -3.87482 -4.80482 -0.36 -0.13 -0.18 0.090
F -4.50283 -5.32197 -4.82139 0.25 0.35 0.14 0.132
F -3.59566 -5.23064 -6.77061 0.43 0.13 0.17 0.151
H -4.50953 -8.81267 -5.43574 0.22 0.04 0.16 0.149
H -5.40571 -7.41684 -4.94511 0.16 0.15 0.25 0.144
H -5.64911 -7.34730 -2.32963 0.01 -0.09 -0.14 0.174
H -1.27076 -5.47910 -5.60457 -0.19 -0.06 -0.16 0.172
C -1.00343 9.19593 2.34780 -0.25 -0.13 -0.73 -0.037
C -1.53800 9.48060 3.76941 0.05 -0.93 -0.17 -0.436
C -0.79700 10.55179 4.57289 -0.14 0.63 0.58 -0.304
F 0.48946 10.23320 4.80111 0.04 -0.18 -0.16 0.096
F -1.37300 10.70489 5.79115 -0.24 -0.15 -0.20 0.096
F -1.59983 8.31675 4.45669 0.17 0.20 0.09 0.131
F -2.82838 9.90093 3.62554 0.25 0.37 -0.05 0.106
O -0.14484 8.05731 2.18355 0.93 0.40 1.03 0.040
C 1.23077 8.22266 2.43253 -1.58 0.87 -1.05 -0.478
C 1.72024 7.37051 3.60745 0.03 -0.65 0.74 -0.277
F 1.07397 7.67548 4.75075 -0.14 0.18 -0.41 0.108
F 3.03900 7.58012 3.83960 -0.06 0.34 -0.20 0.099
F 1.51180 9.52786 2.57861 0.44 -0.25 0.20 0.149
F 1.85950 7.83450 1.28402 -0.48 0.50 0.54 0.107
H -1.88120 8.94728 1.74608 0.05 -0.13 0.24 0.149
H -0.58740 10.08800 1.87404 0.13 -0.03 0.31 0.145
H -0.83270 11.51952 4.06408 -0.06 -0.08 -0.14 0.174
H 1.56733 6.30773 3.40730 -0.03 0.09 -0.20 0.155
C -3.28701 -9.64272 2.24532 0.58 0.12 -0.46 -0.038
C -4.15699 -10.69978 2.96170 0.84 0.21 0.43 -0.435
C -5.65407 -10.39730 3.05664 -0.73 -0.37 -0.03 -0.304
F -5.91550 -9.27911 3.75584 0.19 0.08 0.02 0.095
F -6.29605 -11.40614 3.69859 0.28 -0.15 -0.10 0.092
F -3.63483 -10.94249 4.18654 -0.27 0.09 -0.02 0.129
F -4.02041 -11.86186 2.25824 -0.35 0.20 -0.20 0.104
O -2.57265 -8.71558 3.07566 -1.19 0.32 0.65 0.034
C -3.24769 -7.55763 3.51116 0.56 -0.81 -1.58 -0.513
C -3.39909 -7.50621 5.03443 0.05 0.00 0.77 -0.280
F -4.09122 -8.56433 5.50297 0.09 -0.03 -0.27 0.098
F -4.07835 -6.39608 5.40986 0.10 0.09 -0.36 0.097
F -4.41931 -7.44072 2.86260 -0.12 0.25 0.39 0.140
F -2.49272 -6.51275 3.10520 0.00 0.04 0.49 0.145
H -2.49578 -10.20041 1.73805 -0.06 -0.05 0.26 0.149
H -3.82536 -9.13571 1.44102 -0.19 0.01 0.26 0.134
H -6.09882 -10.29978 2.06203 0.16 0.00 -0.07 0.173
H -2.42118 -7.49906 5.52229 0.07 0.04 -0.22 0.176
```
Forces are in eV/Å.

## Properties
structure (SMILES)	CCSC[PH](CCCI)(CCO[Si](C)(C)C)C(F)(F)C(F)(F)F.FC(F)C(F)(F)COC(F)(F)C(F)F.FC(F)C(F)(F)COC(F)(F)C(F)F.FC(F)C(F)(F)COC(F)(F)C(F)F.FC(F)C(F)(F)COC(F)(F)C(F)F.FC(F)C(F)(F)COC(F)(F)C(F)F
multiplicity	1
HOMO	-8.4	eV
net charge	0


[2]
C13H7AuCl2CoN3O3 | ωB97M-V with the def2-TZVPD basis set

The geometry in XYZ format:
```
30
Properties=species:S:1:pos:R:3:forces:R:3:lowdin_spin:R:1
Co 0.04642 -0.80939 -8.01763 0.80 -0.97 3.66 2.505
Au 0.08646 -0.96264 -3.75997 0.06 0.05 0.30 0.029
Cl -0.78608 0.98439 -7.02685 -0.60 1.16 1.25 0.927
Cl 0.52852 -1.54024 -6.01638 0.29 -0.13 1.03 0.313
C -0.46223 -1.07787 -1.80893 -2.92 -3.32 0.84 0.004
C -0.41983 0.05593 -9.51368 -2.53 5.18 -10.07 0.111
C 0.38304 -2.01262 -9.39718 1.76 -7.05 -7.69 0.081
O -1.18781 -1.80626 -1.24453 1.55 1.90 -2.04 0.006
O -0.65004 0.43809 -10.59405 1.12 -1.91 5.72 0.007
O 0.52498 -2.64717 -10.37519 -0.82 3.81 5.76 0.023
N -1.24785 0.86338 8.44702 0.60 0.00 -2.44 -0.006
C -0.95909 0.86207 7.31211 -0.32 0.15 2.12 0.001
C -0.59862 0.83259 5.91987 -0.72 -0.19 0.67 0.025
C -1.62974 0.60315 4.98376 -0.09 0.19 1.85 0.221
C -1.29872 0.45450 3.63284 1.12 -0.12 -1.90 0.291
C 0.05887 0.51439 3.24897 -0.46 -0.08 0.32 0.039
C 1.06199 0.79249 4.16733 -0.22 -0.29 -1.49 0.277
C 0.73994 0.92515 5.51407 -1.09 0.16 2.02 0.218
N 0.44384 0.26872 1.91815 2.03 0.37 -1.17 0.078
C 1.70439 0.41312 1.33626 -1.85 0.73 4.23 0.242
C 1.57581 0.06640 0.03563 -1.51 -1.03 -2.85 0.286
N 0.28232 -0.27285 -0.22160 1.02 1.00 0.91 0.006
C -0.40273 -0.17491 0.91730 0.32 0.19 -0.88 0.265
H -2.68490 0.49326 5.29645 0.68 0.14 -0.03 0.005
H -2.09707 0.29303 2.90005 0.25 0.11 0.42 0.009
H 2.08754 0.87365 3.85255 0.25 0.03 0.16 0.010
H 1.51866 1.05725 6.25964 -0.01 0.05 -0.02 0.006
H 2.53561 0.81620 1.88507 0.29 -0.05 -0.09 0.007
H 2.32614 0.04214 -0.73504 0.22 0.09 -0.12 0.008
H -1.47981 -0.34595 1.08398 0.76 -0.16 -0.48 0.005
```
Forces are in eV/Å.

## Properties
multiplicity	7
HOMO (alpha / beta)	-21.3 / -21.2	eV
net charge	+4
expectation value of S²	12.054


[3]
C4H13ClSi2 | ωB97M-V with the def2-TZVPD basis set

The geometry in XYZ format:
```
20
Properties=species:S:1:pos:R:3:forces:R:3:lowdin_charge:R:1
C 2.00472 -0.46847 -1.16280 -1.80 -1.38 -0.47 -0.162
C 0.13172 2.15988 1.24996 0.36 0.37 -0.64 -0.205
C 0.60652 0.01931 -1.65328 -0.01 1.38 0.73 -0.377
C -0.52421 0.80680 1.38367 1.24 -2.03 -0.87 -0.387
Si -1.36625 -2.31005 0.34352 -1.28 0.12 -1.23 0.492
Si -0.89755 -0.12151 -0.38459 1.15 1.49 1.52 0.191
Cl -2.72211 0.85377 -1.01884 1.17 -0.63 0.11 0.179
H 1.83265 -1.25824 -0.38135 0.64 0.01 -1.18 0.068
H 2.53818 -0.74723 -2.12308 -0.13 -0.09 1.68 0.093
H 2.48794 0.28559 -0.61962 0.96 1.26 0.43 0.030
H 1.16005 2.31595 0.88999 0.29 -1.32 0.55 0.070
H -0.30389 2.64934 0.40880 -1.25 1.17 -0.10 0.043
H 0.07566 2.67082 2.19567 -0.29 0.74 0.10 0.062
H 0.29992 -0.71149 -2.36443 -0.32 -0.25 -1.17 0.023
H 0.80914 1.03282 -2.14846 -0.99 -1.36 0.57 0.094
H -1.55346 0.86157 1.75129 0.24 0.29 0.35 0.041
H 0.11826 0.20762 2.12292 -1.19 0.25 -1.12 0.084
H -0.28454 -2.81479 1.16855 0.52 -0.36 0.01 -0.123
H -2.57483 -2.29975 1.19711 0.05 0.23 0.11 -0.113
H -1.83792 -3.13193 -0.85504 0.64 0.11 0.63 -0.103
```
Forces are in eV/Å.

## Properties
structure (SMILES)	CC[Si]([SiH3])(Cl)CC
multiplicity	1
HOMO	-9.5	eV
net charge	0